No. 1
103
Properties=species:S:1:pos:R:3:mulliken_charge:R:1 method="wB97M-V/def2-TZVPD" gap_ev=9.690 mol_weight_g_mol=779.926 de_lowest_kj_mol=0.0 fmax_ev_per_a=0.8
N 1.46 -4.51 1.06 -0.375
C 2.36 -5.34 1.57 -0.398
C 2.23 -5.89 2.84 -0.337
C 1.18 -5.49 3.65 -0.496
C 0.24 -4.62 3.14 -0.414
C 0.44 -4.15 1.85 -0.366
H 3.22 -5.56 0.95 0.393
H 3.02 -6.52 3.22 0.378
H 1.18 -5.83 4.68 0.403
H -0.61 -4.30 3.73 0.443
H -0.23 -3.44 1.38 0.788
N -3.84 4.29 -3.68 -0.585
C -3.31 5.48 -3.49 -0.341
C -2.13 5.71 -2.78 -0.760
C -1.55 4.64 -2.13 0.228
C -2.07 3.37 -2.36 -0.424
C -3.22 3.25 -3.13 -0.384
H -3.83 6.32 -3.94 0.402
H -1.78 6.73 -2.69 0.419
H -0.69 4.76 -1.48 0.535
H -1.62 2.52 -1.87 0.524
H -3.66 2.27 -3.29 0.420
N -2.13 2.97 3.37 -0.427
C -1.38 3.77 2.62 -0.416
C -1.90 4.60 1.64 -0.161
C -3.27 4.62 1.46 -0.237
C -4.06 3.79 2.23 -0.526
C -3.44 2.99 3.18 -0.310
H -0.31 3.72 2.77 0.397
H -1.27 5.27 1.08 0.467
H -3.71 5.28 0.72 0.420
H -5.14 3.78 2.14 0.411
H -4.03 2.33 3.81 0.438
N 6.08 -3.13 -2.07 -0.597
C 6.95 -2.58 -1.22 -0.232
C 6.58 -2.08 0.02 -0.542
C 5.23 -2.00 0.32 -0.192
C 4.32 -2.58 -0.54 -0.009
C 4.80 -3.12 -1.72 -0.607
H 7.98 -2.53 -1.55 0.344
H 7.32 -1.67 0.70 0.377
H 4.92 -1.53 1.25 0.459
H 3.26 -2.60 -0.34 0.575
H 4.15 -3.64 -2.42 0.450
N -1.73 -1.18 6.50 -0.520
C -0.83 -0.91 5.56 -0.241
C 0.47 -1.38 5.61 -0.217
C 0.88 -2.11 6.70 -0.472
C -0.05 -2.37 7.70 -0.365
C -1.34 -1.90 7.55 -0.313
H -1.18 -0.34 4.70 0.610
H 1.18 -1.14 4.82 0.364
H 1.91 -2.44 6.79 0.418
H 0.27 -2.95 8.56 0.365
H -2.09 -2.11 8.30 0.370
F -0.33 -1.02 2.45 -0.007
C 0.27 -0.25 1.52 -0.208
C -0.38 0.88 1.08 -0.716
C 0.27 1.73 0.19 -0.474
C 1.56 1.44 -0.24 -0.905
C 2.19 0.30 0.23 -0.763
C 1.53 -0.59 1.06 0.217
H -1.39 1.12 1.39 0.684
H -0.25 2.61 -0.14 0.728
H 2.03 2.10 -0.96 0.377
H 3.15 0.00 -0.16 0.539
H 1.99 -1.50 1.42 0.468
F 0.23 -2.03 -1.77 -0.149
C 0.63 -1.55 -2.97 0.017
C -0.16 -1.78 -4.07 -0.682
C 0.28 -1.31 -5.30 -0.391
C 1.46 -0.58 -5.37 -0.585
C 2.24 -0.35 -4.25 -0.844
C 1.83 -0.87 -3.02 0.207
H -1.08 -2.35 -4.00 0.496
H -0.28 -1.43 -6.21 0.397
H 1.78 -0.15 -6.32 0.424
H 3.09 0.31 -4.33 0.441
H 2.40 -0.65 -2.13 0.665
F -2.91 -4.53 1.61 -0.274
C -3.68 -3.46 1.92 0.084
C -5.05 -3.54 1.76 -0.629
C -5.80 -2.42 2.06 -0.326
C -5.19 -1.26 2.53 -0.683
C -3.81 -1.22 2.71 -0.121
C -3.05 -2.34 2.40 0.337
H -5.47 -4.45 1.34 0.437
H -6.88 -2.46 1.97 0.354
H -5.81 -0.40 2.75 0.415
H -3.36 -0.31 3.07 0.244
H -1.99 -2.38 2.57 0.093
F 1.73 3.12 -3.44 -0.229
C 1.50 3.35 -4.76 0.264
C 0.24 3.11 -5.25 -0.018
C -0.03 3.45 -6.57 -0.700
C 0.94 4.06 -7.35 -0.621
C 2.22 4.24 -6.85 -0.389
C 2.51 3.87 -5.54 -0.461
H -0.49 2.64 -4.59 0.556
H -1.02 3.23 -6.95 0.410
H 0.67 4.30 -8.37 0.376
H 2.99 4.71 -7.44 0.391
H 3.48 4.08 -5.12 0.423

=====

No. 2
23
Properties=species:S:1:pos:R:3:mulliken_charge:R:1 method="wB97M-V/def2-TZVPD" charge=+1 gap_ev=9.764 mol_weight_g_mol=115.200 de_lowest_kj_mol=370.1 fmax_ev_per_a=4.3
C 2.14 -0.90 0.30 -0.203
C 1.99 0.27 1.21 -0.397
C -1.18 0.52 1.12 -1.615
C -0.84 1.65 -1.14 -1.473
C -0.86 -0.90 -1.07 -0.827
C -0.65 0.34 -0.36 1.304
N 1.40 0.24 -0.09 -0.163
N -0.94 -2.05 -0.13 -0.497
H 3.18 -0.99 -0.14 0.288
H 1.44 -1.71 0.45 0.049
H 1.28 0.34 2.07 0.239
H 2.91 0.85 1.35 0.256
H -2.09 0.98 0.92 0.540
H -1.28 -0.48 1.67 0.282
H -0.44 1.25 1.58 0.461
H -1.76 1.50 -1.73 0.364
H -0.95 2.40 -0.40 0.444
H -0.05 1.88 -1.75 0.467
H -0.06 -1.16 -1.76 0.339
H -1.69 -0.86 -1.73 0.536
H -0.12 -2.63 -0.04 0.162
H -1.71 -2.69 -0.23 0.209
H 1.86 0.72 -0.81 0.234

=====

No. 3
10
Properties=species:S:1:pos:R:3:mulliken_charge:R:1 method="wB97M-V/def2-TZVPD" gap_ev=10.532 mol_weight_g_mol=126.970 de_lowest_kj_mol=251.7 fmax_ev_per_a=7.8
C -0.10 0.18 -0.58 -0.249
C -1.30 0.05 0.58 -0.005
C 1.31 0.16 -0.09 -0.540
O -0.98 1.18 -0.21 -0.365
Cl -2.64 -0.94 0.00 -0.184
Cl 1.74 -1.45 0.46 -0.164
H -0.52 -0.22 -1.44 0.499
H -0.86 -0.12 1.47 0.418
H 1.32 0.82 0.79 0.292
H 2.04 0.34 -0.97 0.297

=====

No. 4
9
Properties=species:S:1:pos:R:3:mulliken_charge:R:1 method="wB97M-V/def2-TZVPD" charge=-1 gap_ev="6.475 / 6.474" mol_weight_g_mol=124.097 de_lowest_kj_mol=434.4 fmax_ev_per_a=2.1
C 0.56 2.06 0.77 -0.682
N 0.04 0.95 0.25 0.734
O 0.34 -2.93 -2.06 -0.444
O -1.15 0.86 -0.17 -0.707
O 0.76 -0.12 0.26 -0.675
O -1.69 -2.79 -0.84 -0.406
S -0.27 -2.65 -0.78 0.787
H -0.09 2.72 1.39 0.157
H 1.49 1.92 1.18 0.237

=====

No. 5
99
Properties=species:S:1:pos:R:3:mulliken_charge:R:1 method="wB97M-V/def2-TZVPD" gap_ev=9.386 mol_weight_g_mol=780.561 fmax_ev_per_a=4.5
C -2.51 -2.31 -1.47 0.121
O -2.04 -3.25 -2.34 -0.408
P -0.79 -4.15 -2.33 1.341
O 0.09 -4.16 -1.11 -0.855
O -1.32 -5.58 -2.65 -0.393
C -1.80 -6.30 -1.51 -0.557
O -0.12 -3.64 -3.62 -0.366
C 1.13 -4.13 -4.07 -0.648
H -3.54 -2.58 -1.08 0.262
H -2.49 -1.33 -1.94 0.136
H -1.89 -2.18 -0.57 -0.182
H -2.38 -5.59 -0.90 0.272
H -0.94 -6.59 -0.91 0.209
H -2.40 -7.14 -1.82 0.268
H 1.41 -5.10 -3.68 0.336
H 1.90 -3.40 -3.85 0.163
H 1.24 -4.20 -5.21 0.273
C 3.49 3.10 -0.28 0.337
O 4.10 4.40 -0.38 -0.365
P 3.70 5.22 -1.71 0.764
O 3.95 6.68 -1.45 -0.747
O 2.17 4.80 -2.02 -0.066
C 1.13 5.64 -1.51 -0.834
O 4.33 4.45 -2.97 -0.365
C 5.68 3.98 -2.91 -0.738
H 4.18 2.57 0.38 0.342
H 3.43 2.65 -1.26 -0.398
H 2.50 3.20 0.15 0.198
H 1.19 6.63 -1.99 0.315
H 1.17 5.79 -0.45 0.330
H 0.20 5.30 -1.89 0.286
H 6.36 4.75 -2.53 0.396
H 6.02 3.71 -3.89 0.289
H 5.75 3.10 -2.23 0.268
C -2.81 0.34 7.57 -0.581
O -3.48 0.82 6.39 -0.414
P -3.78 -0.07 5.12 1.200
O -4.26 0.69 3.95 -0.798
O -4.74 -1.24 5.58 -0.374
C -5.54 -1.82 4.51 -0.789
O -2.43 -0.80 4.89 -0.158
C -1.18 -0.17 4.39 -0.627
H -2.92 1.24 8.17 0.231
H -1.83 0.02 7.31 0.265
H -3.35 -0.54 7.99 0.266
H -5.64 -2.88 4.52 0.289
H -5.15 -1.61 3.55 0.361
H -6.54 -1.44 4.72 0.290
H -0.58 0.09 5.31 0.285
H -1.42 0.79 3.95 0.252
H -0.67 -0.75 3.66 0.216
C -2.50 1.73 -2.60 0.430
O -1.44 2.01 -3.10 -0.697
N -3.48 1.28 -3.44 -0.436
N -2.86 1.89 -1.32 -0.207
H -4.45 1.48 -3.32 0.193
H -3.20 1.36 -4.40 0.264
H -3.69 1.48 -0.91 0.258
H -2.13 1.98 -0.60 0.104
C -2.22 2.45 1.67 0.487
O -1.16 2.73 1.18 -0.695
N -3.05 3.37 2.22 -0.547
N -2.82 1.19 1.68 0.087
H -3.39 3.12 3.13 0.246
H -2.66 4.30 2.09 0.289
H -3.47 1.01 2.47 0.334
H -2.11 0.45 1.59 -0.266
C 0.38 -0.62 0.23 0.648
O -0.46 -1.05 1.03 -0.420
N 1.13 -1.32 -0.63 -0.242
N 0.63 0.68 0.19 -0.190
H 0.88 -2.28 -0.93 0.116
H 1.70 -0.76 -1.32 0.246
H 1.13 0.96 -0.63 -0.080
H -0.05 1.34 0.51 0.171
C 2.60 1.23 -3.21 0.024
O 2.49 0.00 -2.86 -0.680
N 1.54 1.98 -3.24 0.081
N 3.82 1.70 -3.57 -0.437
H 1.60 2.84 -3.73 0.236
H 0.63 1.55 -3.24 0.234
H 3.95 2.71 -3.57 0.504
H 4.55 1.14 -3.11 -0.015
C 5.79 -0.50 -1.67 0.498
O 5.55 0.65 -1.44 -0.540
N 4.87 -1.39 -2.28 -0.258
N 7.13 -1.08 -1.25 -0.544
H 5.08 -2.33 -2.36 0.159
H 3.90 -0.98 -2.63 0.307
H 7.25 -2.08 -1.33 0.196
H 7.52 -0.87 -0.38 0.243
C -2.30 -4.21 2.34 0.420
O -2.80 -5.30 2.17 -0.696
N -2.57 -3.40 3.38 -0.158
N -1.20 -3.77 1.55 -0.216
H -3.18 -3.75 4.06 0.192
H -1.99 -2.60 3.62 0.066
H -0.78 -2.84 1.45 0.263
H -0.78 -4.47 0.94 0.126

=====

No. 6
37
Properties=species:S:1:pos:R:3:mulliken_charge:R:1 method="wB97M-V/def2-TZVPD" gap_ev=9.727 mol_weight_g_mol=206.329 de_lowest_kj_mol=171.8 fmax_ev_per_a=1.9
C 1.48 -2.91 0.57 1.268
C 0.14 -2.73 0.55 -1.256
C 2.24 -3.19 -0.69 -1.216
C 2.30 -2.71 1.80 -1.358
H -0.42 -2.72 1.49 0.312
H -0.64 0.03 0.13 -0.504
H -0.44 -3.01 -0.34 0.307
H 2.10 -2.40 -1.44 0.203
H 1.93 -4.15 -1.14 0.374
H 3.33 -3.29 -0.49 0.334
H 1.67 -2.60 2.70 0.364
H 3.00 -3.55 1.95 0.391
H 2.92 -1.81 1.70 0.270
C -1.30 2.09 -2.33 -1.969
H -2.14 2.73 -2.02 0.441
H -0.76 2.64 -3.12 0.473
H -1.71 1.17 -2.78 0.370
C -0.36 1.77 -1.17 0.578
H 0.07 2.73 -0.82 0.304
C -1.08 1.11 0.05 2.024
C -0.72 1.77 1.33 -0.655
H 0.34 2.04 1.46 0.319
C -1.60 2.07 2.30 -0.546
H -1.30 2.61 3.20 0.394
C -3.03 1.81 2.15 0.230
O -3.84 2.08 3.02 -0.632
C -3.43 1.15 0.90 -0.608
H -4.50 0.97 0.76 0.393
C -2.54 0.88 -0.08 -0.802
H -2.89 0.42 -1.01 0.328
C 0.78 0.89 -1.69 -0.537
H 0.36 -0.11 -1.89 0.221
H 1.10 1.28 -2.67 0.426
C 1.99 0.77 -0.78 -1.031
H 2.54 1.72 -0.71 0.383
H 1.73 0.46 0.25 0.077
H 2.68 -0.01 -1.15 0.332

=====

No. 7
13
Properties=species:S:1:pos:R:3:mulliken_charge:R:1 method="wB97M-V/def2-TZVPD" gap_ev=10.025 mol_weight_g_mol=85.106 de_lowest_kj_mol=231.9 fmax_ev_per_a=3.3
C -1.08 -0.75 1.86 -0.922
C -0.10 -0.33 0.79 0.623
O 1.17 -0.01 1.05 -0.514
N -0.46 -0.35 -0.43 -0.371
C 0.57 1.22 -1.83 -0.462
C 0.55 -0.04 -1.38 -0.528
H -0.74 -1.68 2.33 0.260
H -1.20 0.01 2.64 0.283
H -2.05 -0.94 1.38 0.284
H 0.21 2.01 -1.17 0.236
H 0.73 1.47 -2.87 0.292
H 1.50 0.06 0.02 0.447
H 0.98 -0.87 -1.95 0.371

=====

No. 8
73
Properties=species:S:1:pos:R:3:mulliken_charge:R:1 method="wB97M-V/def2-TZVPD" charge=-2 gap_ev=5.413 mol_weight_g_mol=1427.765 de_lowest_kj_mol=60.5 fmax_ev_per_a=2.0
Sn 2.68 0.55 1.66 0.509
Br 2.31 -1.67 -4.85 -0.205
C 2.26 -1.05 -3.06 -0.625
C 2.19 -1.95 -2.03 -0.694
C 2.14 -1.44 -0.75 -0.950
N 2.16 -0.13 -0.50 1.258
C 2.28 0.75 -1.50 0.640
C 2.31 0.31 -2.82 -0.387
C 2.34 2.17 -1.13 0.732
C 2.71 3.15 -2.05 -1.003
C 2.77 4.45 -1.61 -0.176
Br 3.29 5.83 -2.81 -0.216
C 2.47 4.78 -0.30 -0.920
C 2.12 3.73 0.54 -0.847
N 2.06 2.47 0.14 0.910
H 2.19 -3.02 -2.20 0.589
H 2.09 -2.09 0.11 0.384
H 2.37 1.00 -3.64 0.357
H 2.97 2.90 -3.06 0.545
H 2.52 5.80 0.06 0.476
H 1.86 3.91 1.58 0.473
S 5.37 -0.99 -1.48 -0.577
As 5.73 -0.37 0.50 0.323
S 4.92 1.64 0.76 -0.354
S 4.34 -1.42 1.88 -0.450
S 7.70 -0.55 1.16 -0.575
Cl 1.27 -1.34 4.32 -0.010
C 1.80 -1.29 6.02 -0.250
Cl 0.48 -1.72 7.12 -0.214
H 2.11 -0.28 6.26 0.114
H 2.59 -2.02 6.15 0.332
I 2.46 1.99 3.82 -0.227
I 2.26 3.52 6.30 -0.688
Cl -1.00 -4.29 -2.67 -0.127
C -2.48 -4.47 -1.80 0.633
C -3.18 -5.66 -1.96 -0.568
C -4.29 -5.91 -1.17 -0.447
C -4.68 -5.00 -0.20 -0.493
C -3.99 -3.81 -0.08 0.460
Cl -4.50 -2.65 1.11 -0.195
C -2.90 -3.48 -0.90 -0.930
N -2.31 -2.23 -0.76 0.397
C -2.02 -1.32 -1.77 0.580
C -2.42 -1.52 -3.10 -0.562
C -2.10 -0.61 -4.09 -0.926
C -1.42 0.55 -3.76 -0.990
C -1.13 0.80 -2.43 -0.430
C -1.42 -0.10 -1.42 0.852
C -1.26 0.35 0.01 -1.059
C -0.36 -0.42 1.00 0.433
O -0.47 -1.65 1.08 -0.979
O 0.37 0.30 1.77 0.201
H -2.84 -6.39 -2.68 0.419
H -4.84 -6.84 -1.29 0.352
H -5.51 -5.20 0.45 0.408
H -1.82 -2.05 0.12 0.377
H -3.01 -2.40 -3.35 0.547
H -2.39 -0.81 -5.11 0.391
H -1.16 1.27 -4.53 0.435
H -0.69 1.76 -2.17 0.455
H -2.25 0.33 0.48 0.702
H -0.91 1.39 0.02 -0.140
Br -5.05 2.33 1.59 -0.181
C -3.24 2.72 2.01 0.091
C -2.60 2.05 3.03 -0.378
C -1.28 2.38 3.29 -0.341
N -0.61 3.29 2.60 -0.116
C -1.24 3.92 1.62 -0.373
C -2.57 3.68 1.27 -0.415
H -3.11 1.29 3.61 0.440
H -0.73 1.89 4.09 0.403
H -0.67 4.67 1.07 0.362
H -3.04 4.22 0.46 0.440

=====

No. 9
9
Properties=species:S:1:pos:R:3:mulliken_charge:R:1 method="wB97M-V/def2-TZVPD" gap_ev="8.511 / 8.041" mol_weight_g_mol=162.403 de_lowest_kj_mol=592.1 fmax_ev_per_a=4.7
C 0.61 0.09 -0.47 0.240
C 0.85 -2.17 0.61 0.129
N -0.57 0.55 0.01 -0.380
O -0.41 0.04 -1.34 -0.273
Cl 2.37 -2.88 0.81 -0.120
Cl -0.05 -2.07 2.12 -0.123
Cl -0.11 -2.97 -0.58 -0.097
H 1.48 0.63 -0.78 0.290
H -1.34 -0.21 0.32 0.334

=====

No. 10
14
Properties=species:S:1:pos:R:3:mulliken_charge:R:1 method="wB97M-V/def2-TZVPD" gap_ev=10.178 mol_weight_g_mol=88.106 de_lowest_kj_mol=205.0 fmax_ev_per_a=0.4
C 0.70 -0.65 1.96 -0.642
O 0.99 -0.55 0.58 -0.302
C 0.79 0.69 0.04 -0.007
C 0.12 0.85 -1.10 -0.538
C -0.70 -0.25 -1.70 -0.342
O -2.06 -0.10 -1.28 -0.508
H 1.18 0.16 2.54 0.315
H -0.38 -0.62 2.15 0.254
H 1.10 -1.61 2.29 0.211
H 1.26 1.52 0.57 0.389
H -2.01 0.14 -0.35 0.341
H 0.04 1.85 -1.51 0.316
H -0.30 -1.22 -1.41 0.238
H -0.72 -0.20 -2.79 0.273

=====

No. 11
10
Properties=species:S:1:pos:R:3:mulliken_charge:R:1 method="wB97M-V/def2-TZVPD" gap_ev=9.195 mol_weight_g_mol=108.122 de_lowest_kj_mol=387.7 fmax_ev_per_a=2.7
C -0.16 0.14 1.14 -0.879
N -0.51 0.49 -2.94 0.449
N -1.49 0.41 -3.50 -0.274
O 0.64 2.48 0.27 -0.533
O -0.21 0.79 -1.36 -0.515
S -0.50 1.61 0.07 0.528
H -0.80 -0.68 0.85 0.305
H 0.89 -0.13 1.04 0.298
H -0.36 0.44 2.17 0.331
H 0.49 0.38 -3.15 0.291

=====

No. 12
12
Properties=species:S:1:pos:R:3:mulliken_charge:R:1 method="wB97M-V/def2-TZVPD" gap_ev=9.152 mol_weight_g_mol=122.214 de_lowest_kj_mol=421.8 fmax_ev_per_a=5.3
C 0.17 -0.16 2.14 -0.766
C 0.91 -0.56 -0.68 -0.468
C -1.49 0.54 -2.14 0.141
H 0.68 0.97 2.90 0.191
H 1.03 -0.86 2.43 0.327
H -1.06 -0.20 2.28 0.270
H 1.81 0.08 -1.24 0.262
H 1.45 -1.61 -0.37 0.307
H -2.71 0.40 -2.29 0.263
O -0.96 1.68 -2.18 -0.423
S 0.73 0.69 0.59 -0.013
S -0.55 -0.97 -1.45 -0.089

=====

No. 13
45
Properties=species:S:1:pos:R:3:mulliken_charge:R:1 method="wB97M-V/def2-TZVPD" gap_ev=8.438 mol_weight_g_mol=374.469 de_lowest_kj_mol=0.0 fmax_ev_per_a=1.2
C 0.91 3.78 3.34 -1.236
C 1.12 2.32 3.48 0.689
N 0.44 1.43 2.86 -0.409
C 0.85 0.16 3.17 0.073
C 1.87 0.10 4.07 -0.334
S 2.37 1.68 4.53 -0.233
H 2.35 -0.77 4.46 0.510
C 0.22 -1.07 2.63 0.478
O 0.11 -2.06 3.35 -0.680
N -0.19 -1.07 1.34 0.213
C 0.14 0.00 0.40 0.697
C -0.83 -0.03 -0.73 -0.546
C -1.84 -0.94 -0.90 0.087
C -2.52 -0.58 -2.10 0.313
C -3.61 -1.10 -2.80 -0.447
C -4.00 -0.48 -3.96 -0.622
C -3.35 0.65 -4.45 -0.476
C -2.27 1.19 -3.78 -0.880
C -1.86 0.57 -2.61 -0.317
N -0.84 0.88 -1.75 0.018
H -0.20 1.66 -1.84 0.238
H -1.76 2.07 -4.16 0.399
H -3.69 1.10 -5.36 0.384
H -4.85 -0.88 -4.51 0.395
H -4.12 -1.98 -2.43 0.458
C -2.05 -2.05 0.06 -0.502
H -2.37 -2.96 -0.45 0.437
C -0.72 -2.30 0.78 -0.942
H -0.85 -3.00 1.62 0.480
H 0.01 -2.72 0.08 0.275
H -2.82 -1.78 0.79 0.265
C 1.58 -0.18 -0.05 0.045
N 2.49 0.45 0.68 -0.223
C 3.77 0.28 0.39 -0.478
C 4.21 -0.53 -0.65 -0.431
C 3.26 -1.17 -1.43 -0.843
C 1.92 -0.99 -1.13 -0.122
H 1.15 -1.47 -1.72 0.368
H 3.56 -1.80 -2.26 0.419
H 5.26 -0.64 -0.85 0.382
H 4.46 0.81 1.02 0.408
H 0.08 0.95 0.94 0.686
H 0.02 3.97 2.75 0.340
H 0.80 4.25 4.32 0.359
H 1.77 4.24 2.85 0.302